# 1
ORCA calculation (wB97M-V/def2-TZVPD) on a 2-piece molecular cluster, C4H9B overall in a non-equilibrium geometry.

Positions of all 14 atoms, in Å:
B -1.617590 -0.543897 -0.858292
C 2.342460 -0.020097 0.390203
C 1.954763 0.764330 1.354807
C -1.796474 -1.914415 -0.872807
C -1.474732 0.920044 -0.567230
H 2.057683 0.252637 -0.531495
H 2.869058 -0.943875 0.670509
H 1.337541 1.748105 1.302993
H -2.350538 -2.616408 -1.615665
H -1.142281 -2.529058 -0.189505
H 2.262111 0.787143 2.359660
H -1.638886 1.532340 -1.517076
H -0.492926 1.350504 -0.105510
H -2.310186 1.212648 0.179407

Atoms 1-3, force components in eV/Å:
-0.541 3.858 -0.245
0.803 -1.493 3.064
-1.449 3.735 0.892

Summary:
- 2S+1 = 3
- energy above the lowest of the compared OMol25 structures with the same formula, charge and spin (kcal per mole) = 27.0
- ⟨S²⟩ = 2.00
- HOMO-LUMO gap (spin up / spin down) (eV) = 5.9 / 8.6
- strongest force on any atom (eV/Å) = 5.87



# 2
ORCA calculation (wB97M-V/def2-TZVPD) on a 10-piece molecular cluster, C20H60O10 overall in a non-equilibrium geometry.

Positions of all 90 atoms, in Å:
C -1.175749 0.145187 4.028102
C -0.906233 1.700918 4.328025
O -0.229525 2.214259 3.058845
H -2.044121 0.139333 3.336867
H -1.551712 -0.371767 4.913000
H -0.217444 -0.245421 3.486702
H -0.158112 1.538793 5.075438
H -1.898949 2.095054 4.681839
H 0.691935 2.419260 3.292294
C -3.630827 5.216254 0.880856
C -2.655562 4.404298 1.686806
O -2.462546 2.987955 1.287310
H -4.557035 4.942207 0.997091
H -3.359109 5.361222 -0.137657
H -3.616043 6.301896 1.176636
H -2.998630 4.241071 2.799180
H -1.810279 4.879091 1.681518
H -1.722750 2.671470 1.850593
C -0.990865 -0.392024 0.101307
C 0.352508 0.238880 0.294456
O 1.117549 0.132357 -0.882136
H -1.373747 -0.471167 1.149879
H -0.897557 -1.584162 -0.274945
H -1.648830 -0.085980 -0.618538
H 0.815125 -0.273525 1.073388
H 0.210863 1.489709 0.382917
H 1.387864 -0.824966 -1.009539
C 4.630334 0.099450 -1.531342
C 4.843899 1.537128 -1.189067
O 5.666501 2.196093 -2.192419
H 4.072479 -0.256959 -2.428549
H 4.015362 -0.445822 -0.709862
H 5.648832 -0.577372 -1.488738
H 5.462897 1.585613 -0.294587
H 3.835833 2.024103 -1.146493
H 5.901266 2.888555 -1.709664
C -3.679733 -2.718526 0.569365
C -4.533962 -3.795801 1.077271
O -5.620859 -4.088888 0.131065
H -2.984313 -2.180528 1.415080
H -4.170166 -1.787437 0.310443
H -3.014103 -2.934930 -0.330766
H -5.097578 -3.492041 2.013401
H -4.158011 -4.975909 1.223192
H -5.927721 -5.007263 0.092746
C 1.167140 -0.830945 -4.613986
C -0.005045 -0.040398 -4.024575
O -0.959240 0.142962 -5.067042
H 1.614506 -0.342739 -5.499323
H 1.061495 -1.912127 -5.091648
H 2.007708 -1.031866 -3.779456
H -0.015159 0.885101 -3.660806
H -0.592376 -0.513736 -3.324204
H -1.700656 0.683929 -4.614139
C 0.626399 -3.400380 1.311198
C 1.671922 -3.507985 0.194618
O 1.422190 -2.745363 -0.924094
H 0.653063 -2.577784 2.009882
H 0.554281 -4.144699 1.867841
H -0.268493 -3.341358 0.866227
H 1.602979 -4.657858 0.008702
H 2.646186 -3.320652 0.335718
H 1.600246 -3.321433 -1.634920
C 0.006627 5.104211 -1.517365
C 0.018505 3.556499 -1.231064
O 1.096790 2.794819 -1.712737
H -0.802150 5.629525 -1.018511
H 0.018468 5.281117 -2.517959
H 0.911458 5.498385 -1.137498
H -0.920659 3.039921 -1.633035
H -0.120629 3.440602 -0.166741
H 0.966878 1.843830 -1.527447
C -1.299823 -5.404007 -1.761921
C -0.874027 -4.208086 -2.861382
O -1.850456 -4.288474 -3.954927
H -1.208192 -6.620810 -2.101311
H -2.386030 -5.307968 -1.464879
H -0.772408 -5.533945 -0.813014
H 0.287686 -4.296281 -3.302035
H -1.313011 -3.376510 -2.241999
H -1.466065 -3.830020 -4.693190
C 3.101164 1.272255 2.307197
C 2.857136 1.309107 3.708254
O 2.523926 2.604997 4.206703
H 2.369427 1.627269 1.613993
H 3.498085 0.365222 1.864534
H 3.999675 1.921233 2.031947
H 3.750663 1.137675 4.278370
H 1.977284 0.600777 3.930315
H 2.981354 2.876319 4.904399

Atoms 1-3, force components in eV/Å:
0.115 1.598 -1.734
0.509 -3.143 -1.949
-1.616 -0.234 2.186

Summary:
- energy above the lowest of the compared OMol25 structures with the same formula, charge and spin (kcal per mole) = 268.6
- HOMO-LUMO gap (eV) = 9.7
- structure (SMILES) = CCO.CCO.CCO.CCO.CCO.CCO.CCO.CCO.CCO.CCO
- strongest force on any atom (eV/Å) = 8.54